Here is a cluster of 2 separate species, C3H10O2 in total from OMol25. Energies are from ωB97M-V/def2-TZVPD.

The LUMO energy is 0.69 eV. The calculation puts the energy at -270.676495 hartree. The calculation puts the largest force on an atom at 0.0977 hartree/bohr. The HOMO energy is -0.3463 Eh. For the energy above the lowest of the compared OMol25 structures with the same formula, charge and spin, the calculation gives 2.594 eV. The calculation puts the HOMO-LUMO gap at 10.1 eV. The multiplicity is 1. The SMILES is CCO.CO. The total charge is 0.

Each line ends with the Mulliken charge.
Geometry (Å):
C -2.126 -0.649 -1.929  -0.593
O -1.187 -1.090 -0.888  -0.498
H -1.629 0.229 -2.444  0.274
H -3.217 -0.496 -1.860  0.290
H -2.189 -1.491 -2.854  0.205
H -0.510 -1.558 -1.280  0.282
C 1.211 0.634 0.453  0.006
O -0.051 0.604 1.094  -0.490
C 2.231 0.681 1.592  -1.103
H 1.460 1.641 0.079  0.229
H 1.401 -0.218 -0.312  0.155
H -0.400 -0.206 0.723  0.359
H 3.153 1.319 1.328  0.302
H 2.286 -0.336 1.783  0.317
H 1.650 1.014 2.490  0.267

Here is a cluster of 2 separate species, C3H10O2 in total from OMol25. Energies are from ωB97M-V/def2-TZVPD.

The LUMO energy is 0.81 eV. The calculation puts the energy at -270.745991 hartree. The calculation puts the largest force on an atom at 0.0238 hartree/bohr. The HOMO energy is -0.3647 Eh. For the energy above the lowest of the compared OMol25 structures with the same formula, charge and spin, the calculation gives 0.703 eV. The calculation puts the HOMO-LUMO gap at 10.7 eV. The multiplicity is 1. The SMILES is CCOC.O. The total charge is 0.

Each line ends with the Mulliken charge.
Geometry (Å):
O -0.105 -0.175 -0.604  -0.324
C 0.301 0.269 0.686  -0.417
C -1.420 -1.708 -1.899  -1.104
C -0.767 -1.446 -0.529  -0.227
H 0.858 1.215 0.577  -0.040
H 0.980 -0.494 1.101  0.300
H -0.526 0.428 1.398  0.293
H -2.103 -0.885 -2.168  0.289
H -2.006 -2.639 -1.819  0.353
H -0.678 -1.828 -2.706  0.286
H -0.011 -2.220 -0.296  0.295
H -1.558 -1.506 0.243  0.294
O 2.234 3.536 2.369  -0.634
H 1.992 3.150 1.497  0.304
H 2.809 4.303 2.150  0.331

Here is a cluster of 2 separate species, C3H10O2S in total from OMol25. Energies are from ωB97M-V/def2-TZVPD.

The LUMO energy is 0.67 eV. The calculation puts the energy at -668.937397 hartree. The calculation puts the largest force on an atom at 0.0376 hartree/bohr. The HOMO energy is -0.3337 Eh. For the energy above the lowest of the compared OMol25 structures with the same formula, charge and spin, the calculation gives 0.350 eV. The calculation puts the HOMO-LUMO gap at 9.7 eV. The multiplicity is 1. The SMILES is OCCCS.O. The total charge is 0.

Each line ends with the Mulliken charge.
Geometry (Å):
C -0.273 -1.808 0.449  -0.756
O -0.302 -1.898 1.873  -0.528
C -0.850 -0.515 -0.117  -0.225
C 0.034 -0.039 -1.287  -0.662
S -0.063 1.685 -1.859  -0.222
H 0.801 -1.769 0.243  0.325
H -0.709 -2.690 -0.023  0.407
H -1.143 -2.295 2.113  0.299
H -1.843 -0.624 -0.573  0.331
H -0.977 0.258 0.638  0.214
H -0.053 -0.690 -2.152  0.354
H 1.071 -0.128 -0.949  0.332
H -0.003 2.400 -0.728  0.110
H 0.330 1.047 2.155  0.320
H 1.426 -0.007 2.008  0.311
O 1.272 0.888 2.220  -0.610

Question: HOMO of number 3 (C3H10O2S)?
Answer: -0.3337 Eh